168
Properties=species:S:1:pos:R:3:forces:R:3:lowdin_charge:R:1 method="wB97M-V/def2-TZVPD" largest_force_ha_per_bohr=0.0616 homo_energy_ev=-8.26 total_charge=-1 homo_lumo_gap_ev=6.68 multiplicity=1
C 12.464 -6.644 0.746 0.54 -1.18 0.89 -0.040
C 12.638 -7.271 2.142 -0.64 -0.61 0.67 -0.144
N 12.150 -8.759 2.338 0.58 0.23 -1.09 -0.254
C 13.228 -9.705 1.687 -1.98 1.57 -0.02 0.055
C 12.049 -9.171 3.786 0.91 1.17 1.32 -0.147
C 13.333 -8.722 4.616 -1.23 -0.13 -0.79 -0.033
C 10.763 -8.954 1.640 -0.09 -0.14 1.26 -0.038
C 9.559 -7.972 2.025 1.37 -0.94 1.09 -0.170
O 9.177 -8.216 3.374 -0.12 0.13 -0.16 -0.233
C 8.046 -7.391 3.790 1.42 0.43 0.19 -0.038
H 13.031 -5.716 0.825 -0.44 0.21 -0.29 0.101
H 11.412 -6.525 0.489 0.28 0.35 -0.07 0.074
H 12.965 -7.257 -0.004 -0.06 0.08 -0.16 0.078
H 12.071 -6.702 2.879 -0.20 -0.01 -0.04 0.129
H 13.664 -7.229 2.507 0.01 -0.20 -0.36 0.118
H 12.940 -10.741 1.864 0.14 0.17 0.13 0.109
H 14.177 -9.402 2.130 -0.11 -0.35 -0.35 0.095
H 13.108 -9.457 0.632 0.72 -0.29 -0.02 0.090
H 11.824 -10.234 3.872 0.22 -0.01 -0.42 0.130
H 11.175 -8.643 4.166 0.12 -0.04 0.16 0.112
H 13.339 -9.098 5.640 -0.47 -0.02 -0.11 0.088
H 13.262 -7.634 4.641 0.44 -0.08 0.32 0.072
H 14.291 -9.035 4.202 -0.14 0.04 -0.23 0.069
H 10.515 -9.940 2.032 -0.40 -0.12 -0.46 0.128
H 10.970 -9.002 0.571 -0.22 0.16 0.10 0.122
H 8.671 -8.188 1.431 0.40 0.11 -0.75 0.136
H 9.914 -6.944 1.956 -0.32 0.18 -0.42 0.106
H 7.123 -7.969 3.848 0.13 0.17 -0.14 0.100
H 8.009 -6.493 3.174 -0.52 -0.25 -0.51 0.089
H 8.345 -6.949 4.740 -0.36 -0.52 0.36 0.095
C -8.298 3.708 -7.252 -0.11 1.22 0.57 -0.039
C -7.767 4.758 -8.266 0.69 -1.10 -0.84 -0.172
N -6.658 5.715 -7.834 -0.63 -1.17 0.37 -0.233
C -7.319 6.658 -6.777 1.39 -0.58 -0.79 0.052
C -5.482 4.866 -7.197 -0.16 0.61 0.04 -0.097
C -5.006 3.607 -7.991 -0.52 0.37 0.02 -0.035
C -6.205 6.472 -9.119 -1.60 0.67 0.83 -0.082
C -5.141 7.524 -8.879 1.20 -0.93 0.13 -0.164
O -3.833 6.930 -8.715 -1.37 1.75 0.64 -0.190
C -3.126 6.720 -9.898 0.15 -0.52 -0.74 -0.103
H -8.835 4.216 -6.451 0.23 0.00 0.30 0.073
H -7.511 3.087 -6.825 -0.02 0.21 -0.05 0.072
H -9.065 3.021 -7.611 0.25 0.21 -0.83 0.092
H -8.509 5.399 -8.744 -0.30 -0.24 0.27 0.127
H -7.256 4.207 -9.056 -0.36 -0.10 -0.23 0.108
H -7.754 6.039 -5.992 0.29 0.04 -0.11 0.099
H -8.106 7.246 -7.249 0.21 -0.09 -0.19 0.110
H -6.521 7.292 -6.391 -0.29 -0.01 0.18 0.103
H -5.824 4.538 -6.215 -0.38 0.03 -0.13 0.123
H -4.768 5.656 -6.963 0.52 -0.47 -0.45 0.118
H -4.013 3.239 -7.732 0.10 0.62 0.39 0.099
H -4.992 3.684 -9.079 -0.05 0.45 -0.01 0.075
H -5.656 2.763 -7.761 -0.13 0.10 -0.02 0.068
H -7.109 6.983 -9.451 -0.30 0.46 0.47 0.126
H -6.129 5.838 -10.002 1.01 -0.71 0.59 0.136
H -5.341 8.117 -7.987 -0.03 -0.26 0.17 0.124
H -5.182 8.259 -9.683 0.23 -0.16 -0.35 0.133
H -2.067 6.662 -9.644 -0.16 -0.63 0.00 0.107
H -3.172 7.482 -10.676 -0.44 0.66 0.29 0.088
H -3.573 5.834 -10.350 0.73 -0.48 -0.34 0.083
C -2.335 0.695 0.617 1.09 0.50 0.06 -0.058
C -1.609 -0.298 1.570 -0.01 1.28 -0.74 -0.126
N -1.133 0.387 2.897 -0.20 0.84 0.88 -0.201
C -0.263 1.648 2.642 0.08 -1.57 -0.66 0.032
C -2.383 0.944 3.732 1.19 -1.71 0.40 -0.129
C -3.406 -0.170 3.949 -0.33 0.62 -0.97 -0.060
C -0.272 -0.615 3.760 -0.32 0.56 0.84 -0.048
C 1.220 -0.834 3.422 0.00 -0.94 -1.33 -0.160
O 1.291 -1.336 2.046 0.06 0.66 1.45 -0.210
C 2.499 -1.050 1.388 -0.11 1.10 -1.29 -0.116
H -3.263 1.150 0.964 0.06 -0.26 0.31 0.079
H -2.523 0.318 -0.388 -0.09 -0.76 0.31 0.089
H -1.636 1.497 0.380 -0.10 0.30 0.19 0.069
H -0.675 -0.633 1.119 -0.15 -0.02 0.02 0.111
H -2.260 -1.164 1.690 0.31 0.06 0.96 0.124
H 0.518 1.283 1.974 -0.04 0.37 -0.26 0.095
H 0.254 1.978 3.543 -0.55 -0.12 0.22 0.119
H -0.859 2.437 2.184 0.12 -0.21 0.18 0.102
H -2.739 1.845 3.234 -0.16 -0.44 -0.35 0.122
H -2.040 1.281 4.710 0.64 -0.04 -0.17 0.127
H -4.146 0.192 4.664 -0.10 -0.09 -0.15 0.092
H -3.061 -1.146 4.288 0.47 0.33 0.23 0.087
H -3.864 -0.345 2.976 -0.53 -0.11 0.21 0.069
H -0.848 -1.534 3.872 0.21 -0.13 -0.70 0.130
H -0.327 -0.211 4.771 0.17 0.29 0.02 0.134
H 1.763 -1.551 4.038 -1.23 -1.06 0.52 0.132
H 1.945 -0.074 3.713 -0.58 1.45 -1.09 0.127
H 3.431 -1.320 1.884 -0.20 -0.43 0.15 0.095
H 2.560 0.007 1.127 0.14 0.56 0.64 0.085
H 2.414 -1.419 0.366 0.19 -0.92 0.25 0.092
C -13.750 7.105 4.764 1.10 -0.33 0.48 -0.025
C -12.605 7.536 5.761 -0.31 -0.77 0.08 -0.239
C -11.629 6.342 6.214 1.41 1.80 0.83 -0.099
O -10.576 6.832 7.130 -2.25 1.98 -1.02 -0.226
C -9.807 5.854 7.773 0.11 -1.23 -1.00 -0.093
N -11.799 8.706 5.213 1.27 -0.47 0.23 0.225
H -11.100 9.044 5.859 0.09 -0.05 1.46 0.162
H -11.124 8.457 4.504 -0.27 -0.45 -1.33 0.177
H -12.306 9.542 4.958 -0.61 -0.01 -0.47 0.170
H -13.433 6.352 4.043 0.32 0.18 -0.09 0.086
H -14.171 7.948 4.216 0.03 0.06 0.17 0.081
H -14.540 6.613 5.331 0.01 0.26 0.15 0.088
H -13.119 8.016 6.594 0.28 -0.41 0.38 0.144
H -11.051 5.969 5.368 -0.57 -0.32 -0.45 0.134
H -12.186 5.555 6.723 -0.28 0.01 -0.26 0.130
H -9.057 5.490 7.072 0.18 -0.22 -0.04 0.096
H -10.495 5.031 7.972 0.36 -0.30 0.74 0.087
H -9.254 6.226 8.636 -0.61 0.25 0.04 0.103
C 5.928 -5.377 -6.042 0.86 0.88 -1.38 -0.059
C 5.254 -6.302 -5.078 -1.53 1.94 0.21 -0.285
C 3.744 -5.893 -5.001 -0.37 -1.19 1.04 -0.158
O 3.174 -6.461 -3.801 1.69 -1.22 -1.66 -0.205
C 1.758 -6.571 -3.770 0.03 2.35 1.14 -0.076
N 5.414 -7.761 -5.511 0.09 1.54 -0.26 0.249
H 4.938 -8.402 -4.893 0.00 -0.33 0.44 0.170
H 5.077 -7.886 -6.454 -0.67 0.04 -0.42 0.167
H 6.408 -7.903 -5.617 0.47 -0.59 0.55 0.162
H 6.967 -5.603 -6.282 0.17 -0.31 0.27 0.089
H 5.949 -4.337 -5.715 -0.05 -0.18 0.75 0.114
H 5.464 -5.218 -7.016 -0.52 -0.68 -0.11 0.101
H 5.739 -6.160 -4.112 -0.20 -0.59 0.12 0.159
H 3.290 -6.224 -5.936 -0.40 -0.78 -0.12 0.127
H 3.478 -4.837 -5.055 0.99 0.45 0.35 0.149
H 1.261 -6.973 -4.653 0.22 -0.38 0.21 0.099
H 1.484 -5.529 -3.606 -0.93 0.23 -0.66 0.096
H 1.497 -6.945 -2.780 -0.01 -0.98 -0.49 0.101
As -6.023 8.519 0.696 0.54 0.14 1.18 0.958
F -6.486 9.727 2.028 0.75 -1.40 -1.80 -0.347
F -4.547 9.461 0.285 -1.71 -1.04 0.35 -0.298
F -5.769 7.332 -0.643 0.10 0.88 1.63 -0.321
F -7.505 7.624 1.218 1.31 0.53 -0.57 -0.337
F -6.966 9.435 -0.521 0.56 -0.43 1.22 -0.319
F -4.971 7.562 1.920 -1.85 1.27 -2.02 -0.337
As 9.654 4.145 2.412 0.59 0.15 -1.35 0.871
F 10.454 3.576 3.910 -1.05 0.33 -1.17 -0.307
F 9.266 5.699 3.132 0.00 -0.95 -0.19 -0.282
F 8.960 4.624 0.833 0.35 -0.12 1.24 -0.311
F 10.179 2.634 1.568 -0.68 0.84 1.12 -0.331
F 8.015 3.516 2.858 2.01 0.27 -0.18 -0.312
F 11.223 4.877 1.888 -1.14 -0.66 0.50 -0.328
As 2.827 1.807 -6.818 1.84 0.90 1.20 0.939
F 2.441 2.656 -8.347 0.31 -0.75 1.32 -0.309
F 1.887 0.437 -7.368 0.58 0.48 0.06 -0.293
F 3.348 0.744 -5.372 -1.08 1.66 -1.51 -0.355
F 3.720 3.266 -6.210 -1.06 -1.66 -0.51 -0.313
F 1.354 2.507 -6.003 1.60 -1.11 -0.85 -0.323
F 4.461 1.274 -7.499 -2.24 0.32 0.23 -0.346
As -6.360 -5.384 -3.367 -0.89 -1.96 0.91 0.887
F -7.698 -6.214 -2.471 1.21 0.93 -0.29 -0.327
F -5.987 -7.008 -4.014 0.07 1.21 0.12 -0.316
F -5.005 -4.715 -4.332 -1.59 -0.16 0.75 -0.305
F -6.762 -3.862 -2.533 0.31 -0.86 -1.31 -0.299
F -5.222 -5.701 -2.009 -0.81 0.28 -1.19 -0.318
F -7.623 -5.202 -4.660 1.76 0.60 0.94 -0.321
As 0.735 6.305 8.828 1.02 0.18 1.43 0.898
F -0.758 5.307 9.102 1.64 0.88 -0.45 -0.324
F 0.239 6.673 7.172 -0.09 -0.11 1.12 -0.295
F 2.176 7.372 8.609 -1.31 -1.05 0.30 -0.316
F 1.325 5.845 10.543 -0.85 0.58 -2.32 -0.350
F 1.683 4.953 8.173 -0.91 0.62 0.62 -0.303
F -0.108 7.715 9.530 0.42 -1.15 -0.69 -0.308
As -1.914 -6.072 8.807 2.08 1.17 -0.04 0.837
F -3.450 -6.057 9.574 -0.08 -0.38 0.19 -0.264
F -1.935 -7.836 8.586 0.10 1.26 0.46 -0.297
F -0.286 -5.976 8.002 -1.46 -0.31 0.78 -0.330
F -1.888 -4.277 8.934 0.13 -1.28 0.01 -0.319
F -1.068 -6.169 10.436 -1.04 -0.20 -1.97 -0.328
F -2.686 -5.878 7.235 0.31 -0.25 0.50 -0.298

=====

17
Properties=species:S:1:pos:R:3:forces:R:3:lowdin_charge:R:1 method="wB97M-V/def2-TZVPD" largest_force_ha_per_bohr=0.0633 homo_energy_ev=-8.40 total_charge=0 relative_energy_kcal_mol=22.5 smiles=CC(C)(P)[PH]#[PH2] homo_lumo_gap_ev=9.26 multiplicity=1
C -1.618 -0.541 1.161 0.54 1.76 0.65 -0.178
C -0.429 -0.178 0.262 0.17 2.61 -0.19 -0.952
C -0.554 -0.528 -1.235 0.18 1.88 1.57 -0.220
P -0.091 1.929 0.282 -1.14 -1.27 -2.43 0.719
P 1.196 -0.691 0.992 -0.64 0.54 1.57 0.568
P 2.590 0.236 -0.356 -1.26 -0.82 -2.89 0.497
H -1.521 -1.435 1.715 0.57 -1.18 0.59 0.043
H -2.507 -0.667 0.611 -1.12 0.06 -1.00 0.051
H -1.831 0.258 1.914 0.28 -0.60 -0.51 0.075
H 0.294 -0.020 -1.709 -0.38 -0.51 -0.36 -0.014
H -0.451 -1.575 -1.326 -0.40 -1.26 -0.59 0.052
H -1.491 -0.050 -1.535 0.05 -0.64 -0.60 0.076
H -1.359 2.599 -0.099 0.51 -0.95 0.76 -0.121
H 0.071 1.819 -1.220 0.40 0.52 1.74 -0.087
H 1.263 -1.830 0.263 0.14 -1.55 -0.63 -0.123
H 3.616 -0.626 -0.100 0.99 -0.39 0.67 -0.166
H 2.824 1.300 0.381 1.11 1.81 1.63 -0.219

=====

19
Properties=species:S:1:pos:R:3:forces:R:3:lowdin_charge:R:1 method="wB97M-V/def2-TZVPD" largest_force_ha_per_bohr=0.0498 homo_energy_ev=-7.93 total_charge=0 relative_energy_kcal_mol=70.7 smiles="C=C(CCN)NC" homo_lumo_gap_ev=8.96 multiplicity=1
C -0.622 -1.633 1.412 0.69 -0.48 0.24 0.018
C 0.063 -0.701 0.741 1.27 0.62 -0.79 -0.343
C -0.499 0.721 0.578 -0.30 -1.66 1.81 -0.201
C -0.896 1.008 -0.892 1.80 0.35 1.63 -0.272
N -1.844 0.026 -1.360 0.86 -0.43 0.18 0.007
N 1.377 -0.958 0.127 -0.49 -0.26 -2.22 -0.057
C 2.262 0.204 -0.147 -0.33 -0.39 2.51 -0.126
H -1.020 -1.310 2.370 -1.40 0.04 -0.63 0.057
H -0.521 -2.713 1.251 0.68 0.49 0.40 0.058
H -1.342 0.730 1.260 -0.74 -0.02 -0.20 0.098
H 0.123 1.442 1.086 0.50 0.74 -0.66 0.090
H 0.177 1.043 -1.306 -2.14 -0.04 -0.71 0.121
H -1.367 1.981 -0.791 0.41 0.64 -0.71 0.098
H -2.677 0.106 -0.796 -0.18 -0.20 -0.41 0.077
H -2.009 -0.026 -2.351 -0.16 0.33 0.05 0.064
H 1.368 -1.392 -0.808 -0.76 -0.59 0.95 0.111
H 3.185 0.041 0.440 -0.06 0.08 -0.68 0.081
H 2.462 0.412 -1.185 0.00 0.05 -0.31 0.070
H 1.780 1.020 0.372 0.35 0.76 -0.44 0.048

=====

15
Properties=species:S:1:pos:R:3:forces:R:3:lowdin_charge:R:1 method="wB97M-V/def2-TZVPD" largest_force_ha_per_bohr=0.1307 homo_energy_ev=-10.75 total_charge=0 relative_energy_kcal_mol=127.8 homo_lumo_gap_ev=10.66 multiplicity=1
H 0.652 1.409 -1.117 -3.89 2.16 -2.48 0.091
H -0.355 1.964 -2.793 0.70 -0.30 6.37 0.235
H 1.282 -0.123 0.007 -1.26 1.08 -0.42 0.067
H 2.427 -0.319 -0.719 -0.56 0.39 -1.72 0.137
H -0.352 1.589 0.934 1.86 -2.05 1.17 0.102
H -0.270 0.282 1.913 1.02 0.70 -0.84 0.012
H -0.522 -1.692 1.231 -0.09 -0.03 -2.05 -0.057
H -1.878 -0.672 1.845 4.59 -4.35 0.65 0.273
H 0.372 -1.016 -0.996 -3.20 -1.66 -0.09 0.009
H -1.091 -0.580 -1.316 0.81 -1.89 1.18 0.064
O -0.315 1.948 -1.478 3.01 -1.71 -4.05 -0.349
O 1.490 -0.069 -0.971 3.22 -0.51 2.76 -0.096
O 0.301 0.900 1.363 -2.34 1.37 -0.44 -0.134
O -0.884 -1.511 2.079 -5.05 4.22 1.38 -0.177
O -0.625 -1.373 -0.866 1.18 2.58 -1.43 -0.175

=====

15
Properties=species:S:1:pos:R:3:forces:R:3:lowdin_charge:R:1 method="wB97M-V/def2-TZVPD" largest_force_ha_per_bohr=0.0507 homo_energy_ev=-8.42 total_charge=0 relative_energy_kcal_mol=72.0 homo_lumo_gap_ev=9.20 multiplicity=1
H 1.735 0.850 3.405 -0.04 0.46 0.28 0.039
N 1.031 1.003 2.692 -0.12 -0.06 0.16 0.087
C 1.263 0.114 1.816 0.61 -0.02 0.48 -0.290
N 0.479 -0.022 0.717 -0.05 -1.03 -1.49 -0.162
N -0.726 0.687 0.751 0.27 2.35 1.10 0.084
C 0.700 -0.890 -0.347 0.32 -0.30 0.69 -0.169
N 0.133 -0.981 -1.486 -0.60 1.12 -0.30 0.024
N -0.741 0.121 -1.854 1.33 -1.11 0.60 -0.084
C -1.708 -0.266 -2.547 -0.27 -0.28 -0.39 -0.039
H 2.127 -0.524 1.935 0.05 -0.60 -0.65 0.121
H -1.031 0.743 -0.205 -0.17 0.19 -0.31 0.020
H -0.412 1.671 0.995 -0.82 -1.31 -0.12 0.109
H 1.418 -1.695 -0.167 0.00 0.39 0.27 0.124
H -1.880 -1.293 -2.832 0.09 -0.34 0.00 0.075
H -2.388 0.483 -2.872 -0.59 0.55 -0.32 0.061

=====

67
Properties=species:S:1:pos:R:3:forces:R:3:lowdin_charge:R:1 method="wB97M-V/def2-TZVPD" largest_force_ha_per_bohr=0.0706 homo_energy_ev="-1.64 / -5.41" total_charge=-1 relative_energy_kcal_mol=25.2 homo_lumo_gap_ev="3.49 / 4.58" multiplicity=5
Ir -0.590 1.233 0.100 0.25 0.53 0.42 1.093
O 0.414 -1.423 2.368 0.32 -0.05 0.22 0.059
C -0.490 -0.640 2.208 -0.11 0.05 0.17 -0.592
O -0.290 0.660 1.912 -0.34 -2.31 1.48 -0.260
C -1.951 -1.104 2.299 0.10 0.83 -1.22 -0.168
C -2.612 -1.627 3.386 -0.08 -0.31 1.18 -0.043
C -4.004 -1.746 3.377 -0.94 -0.09 -0.50 -0.081
C -4.759 -1.401 2.224 -0.27 -0.05 -0.54 -0.060
C -4.084 -1.037 1.026 0.71 -0.19 1.83 -0.081
C -2.694 -0.929 1.111 0.35 -0.28 -0.28 -0.530
S -1.743 -0.781 -0.393 -0.15 1.42 -0.14 0.619
H -2.082 -1.979 4.288 -0.11 0.58 -0.55 0.128
H -4.501 -2.110 4.306 0.32 0.33 -0.98 0.110
H -5.885 -1.462 2.179 1.42 0.07 0.38 0.116
H -4.509 -0.715 0.089 -0.59 -0.30 -0.04 0.091
O 1.262 4.853 0.010 0.47 -0.38 0.84 0.061
C 0.316 4.119 0.224 -1.23 0.37 -1.75 -0.558
O 0.358 2.928 0.788 0.75 0.16 0.03 -0.247
C -1.066 4.512 -0.292 1.81 -0.59 0.10 -0.079
C -1.473 5.813 -0.401 1.06 0.02 0.74 0.056
C -2.809 6.034 -0.667 -1.40 2.99 -1.51 -0.157
C -3.735 4.996 -0.820 1.60 -1.20 0.44 0.034
C -3.199 3.697 -0.891 -1.34 -0.32 -0.64 -0.056
C -1.825 3.439 -0.811 -2.29 1.87 0.95 -0.346
O -1.267 2.355 -1.271 0.21 -1.99 -1.75 -0.270
N -4.215 2.625 -1.223 2.00 -0.72 -0.08 -0.289
O -5.334 3.017 -1.499 0.51 -1.23 0.23 0.062
O -3.814 1.407 -1.199 -1.56 2.60 0.00 -0.042
N -3.191 7.382 -1.081 1.96 -1.75 0.68 -0.422
O -2.247 8.213 -1.150 0.00 0.47 0.12 -0.094
O -4.349 7.660 -1.402 -1.10 -0.22 0.01 -0.055
H -0.745 6.638 -0.259 -0.81 -0.67 0.04 0.144
H -4.754 5.177 -0.942 -1.26 0.28 -0.18 0.085
C 3.203 1.067 0.864 -1.49 -0.37 0.38 -0.280
Sb 1.950 0.700 -0.866 1.27 -0.55 -0.17 1.392
C 2.786 2.263 -2.181 0.12 -0.36 0.62 -0.265
C 3.155 -1.140 -1.699 -0.23 1.36 0.07 -0.277
C 3.693 -2.130 -0.748 0.11 -1.72 0.34 -0.280
C 4.801 -1.766 0.033 -0.92 1.23 -0.62 -0.090
C 5.467 -2.632 0.851 -0.03 -1.80 0.84 -0.085
C 4.982 -3.979 0.994 0.24 0.21 0.00 -0.075
C 3.808 -4.347 0.315 0.49 0.01 -0.13 -0.066
C 3.213 -3.496 -0.635 0.77 1.23 0.49 -0.303
C 2.094 -4.005 -1.435 -1.83 0.28 -1.36 -0.306
Sb 0.205 -2.993 -0.777 -0.74 -0.58 0.13 1.351
C -0.201 -4.176 0.974 0.88 -0.03 0.08 -0.313
C -1.239 -4.156 -1.909 -0.27 -0.37 -0.84 -0.332
H 4.187 1.230 0.487 0.71 0.30 0.01 -0.017
H 3.162 0.232 1.598 0.01 0.45 -0.68 0.028
H 2.743 1.956 1.324 0.38 -0.19 -0.20 0.010
H 3.877 2.188 -2.366 -0.64 -0.18 0.27 0.017
H 2.567 3.171 -1.620 0.08 0.15 0.03 -0.010
H 2.250 2.319 -3.119 -0.13 -0.17 -0.17 -0.003
H 3.954 -0.516 -2.172 -0.59 -0.77 0.16 0.065
H 2.489 -1.593 -2.419 0.03 0.13 -0.42 0.012
H 5.031 -0.683 -0.038 0.42 -0.95 0.20 0.103
H 6.322 -2.267 1.426 -0.20 -0.34 -0.20 0.101
H 5.528 -4.779 1.578 -0.71 1.33 -0.48 0.111
H 3.336 -5.341 0.449 0.64 0.59 -0.07 0.114
H 1.740 -5.046 -1.308 0.86 0.37 0.06 0.060
H 2.097 -3.756 -2.539 0.29 -0.30 1.21 0.075
H 0.040 -5.248 0.805 0.09 0.73 0.01 0.017
H -1.273 -4.125 1.198 0.34 0.35 0.18 0.011
H 0.465 -3.694 1.724 -0.87 -0.70 -0.05 -0.003
H -1.625 -5.030 -1.331 0.58 0.62 -0.39 0.014
H -0.817 -4.491 -2.889 -0.24 0.10 0.83 0.008
H -2.118 -3.544 -2.166 0.33 0.00 0.19 -0.011